DFT (wB97M-V/def2-TZVPD) results for a molecular structure, C28H27F33NO8S3 at a distorted geometry.

Charge = -1
Gap between HOMO and LUMO = 8.54 eV

Last column: Löwdin charge in e.
Cartesian coordinates (Å):
O1 -0.92 4.79 1.47  -0.338
S1 0.19 4.36 2.30  0.494
O2 0.36 5.19 3.46  -0.346
C1 1.70 4.65 1.38  -0.241
C2 1.71 4.23 -0.08  -0.235
C3 2.87 4.88 -0.85  -0.149
C4 4.20 4.15 -0.59  -0.079
C5 4.54 3.11 -1.61  -0.487
F1 3.53 2.30 -1.94  0.151
F2 4.87 3.76 -2.76  0.109
C6 5.84 2.34 -1.23  -0.451
F3 6.39 1.87 -2.34  0.129
F4 6.71 3.19 -0.71  0.143
S2 5.65 0.87 -0.04  0.748
F5 4.32 1.41 0.53  -0.101
F6 4.93 -0.01 -1.11  -0.110
F7 7.04 0.28 -0.56  -0.139
F8 6.46 1.63 1.09  -0.130
F9 5.54 -0.36 0.95  -0.128
N1 0.08 2.84 2.79  -0.302
S3 -0.01 1.69 1.68  0.532
O3 1.27 1.40 1.08  -0.333
O4 -0.59 0.51 2.29  -0.343
C7 -1.19 2.19 0.42  -0.239
O5 -1.26 1.26 -0.66  -0.044
C8 -1.60 1.92 -1.82  -0.308
C9 -2.66 2.79 -1.87  -0.020
C10 -2.96 3.47 -3.03  -0.077
C11 -2.21 3.26 -4.16  -0.104
C12 -1.17 2.36 -4.12  -0.092
C13 -0.87 1.69 -2.96  -0.031
H1 1.80 5.73 1.42  0.098
H2 2.54 4.23 1.92  0.104
H3 1.77 3.16 -0.20  0.081
H4 0.80 4.56 -0.57  0.112
H5 2.95 5.90 -0.51  0.111
H6 2.61 4.84 -1.90  0.114
H7 4.19 3.72 0.40  0.118
H8 4.98 4.90 -0.67  0.128
H9 -0.90 3.16 0.05  0.069
H10 -2.16 2.25 0.89  0.115
H11 -3.23 2.98 -0.99  0.123
H12 -3.78 4.16 -3.01  0.102
H13 -2.45 3.82 -5.04  0.094
H14 -0.61 2.18 -5.01  0.101
H15 -0.05 1.00 -2.97  0.122
C14 5.09 -3.34 0.44  -0.040
C15 3.59 -3.45 0.12  -0.434
C16 2.59 -3.33 1.28  -0.293
F10 2.76 -4.30 2.20  0.091
F11 1.34 -3.46 0.78  0.101
F12 3.36 -4.60 -0.56  0.124
F13 3.30 -2.42 -0.71  0.106
O6 5.84 -4.54 0.56  0.051
C17 5.94 -5.23 1.73  -0.549
C18 5.32 -6.63 1.61  -0.289
F14 4.03 -6.56 1.26  0.104
F15 5.40 -7.25 2.81  0.094
F16 5.43 -4.55 2.77  0.156
F17 7.26 -5.41 1.99  0.136
H16 5.51 -2.85 -0.44  0.144
H17 5.27 -2.66 1.27  0.130
H18 2.67 -2.35 1.76  0.180
H19 5.86 -7.22 0.87  0.173
C19 -2.50 -2.57 -4.10  -0.026
C20 -3.01 -1.20 -3.63  -0.430
C21 -4.24 -1.17 -2.73  -0.293
F18 -5.33 -1.69 -3.33  0.089
F19 -4.53 0.12 -2.43  0.106
F20 -3.20 -0.41 -4.71  0.131
F21 -2.01 -0.65 -2.90  0.109
O7 -2.86 -3.02 -5.40  0.050
C22 -4.02 -3.68 -5.66  -0.551
C23 -4.94 -2.89 -6.61  -0.289
F22 -5.24 -1.69 -6.09  0.106
F23 -6.09 -3.58 -6.79  0.092
F24 -4.66 -4.05 -4.54  0.152
F25 -3.69 -4.83 -6.32  0.134
H20 -1.43 -2.45 -4.16  0.149
H21 -2.67 -3.34 -3.35  0.148
H22 -4.05 -1.71 -1.79  0.177
H23 -4.44 -2.75 -7.57  0.173
C24 -4.24 -1.30 6.33  -0.054
C25 -5.37 -0.27 6.48  -0.441
C26 -6.69 -0.53 5.75  -0.311
F26 -6.53 -0.58 4.42  0.102
F27 -7.55 0.47 6.02  0.088
F28 -4.91 0.96 6.17  0.143
F29 -5.69 -0.25 7.81  0.089
O8 -3.20 -1.04 5.42  0.054
C27 -3.29 -1.38 4.08  -0.525
C28 -3.26 -0.15 3.17  -0.285
F30 -4.28 0.69 3.47  0.085
F31 -3.43 -0.55 1.89  0.094
F32 -4.38 -2.16 3.86  0.130
F33 -2.21 -2.13 3.80  0.155
H24 -3.73 -1.28 7.30  0.146
H25 -4.63 -2.31 6.22  0.143
H26 -7.13 -1.47 6.09  0.169
H27 -2.31 0.38 3.27  0.135

---

DFT (wB97M-V/def2-TZVPD) results for a molecular structure, C20H38N4P2PdS.

Gap between HOMO and LUMO = 6.23 eV

Last column: natural (NBO) charge in e.
Cartesian coordinates (Å):
Pd1 0.89 0.12 0.84  0.054
C1 4.17 0.70 0.43  -0.932
P1 2.81 -0.12 -0.51  0.797
C2 3.86 -1.37 -1.39  -0.955
C3 2.52 1.14 -1.83  -0.321
C4 3.24 1.14 -3.03  -0.210
C5 3.01 2.09 -4.01  -0.208
C6 2.07 3.08 -3.79  -0.234
C7 1.35 3.10 -2.61  -0.143
C8 1.55 2.13 -1.63  -0.344
P2 0.54 2.10 -0.07  0.826
C9 1.14 3.67 0.69  -0.940
C10 -1.10 2.71 -0.67  -0.947
H1 4.98 1.03 -0.23  0.212
H2 4.56 0.00 1.16  0.232
H3 3.76 1.56 0.97  0.236
H4 4.80 -0.96 -1.78  0.212
H5 3.30 -1.82 -2.21  0.230
H6 4.10 -2.15 -0.67  0.235
H7 3.99 0.38 -3.21  0.208
H8 3.57 2.06 -4.93  0.210
H9 1.88 3.84 -4.55  0.210
H10 0.61 3.87 -2.45  0.194
H11 1.11 4.51 0.00  0.212
H12 2.17 3.53 1.04  0.232
H13 0.52 3.90 1.56  0.219
H14 -1.07 3.67 -1.18  0.206
H15 -1.74 2.80 0.20  0.223
H16 -1.53 1.95 -1.32  0.241
C11 -2.35 0.00 1.89  -0.429
N1 -2.74 -0.31 0.53  -0.439
C12 -3.95 0.39 0.15  -0.405
C13 -2.90 -1.73 0.34  -0.225
C14 -1.70 -2.58 0.73  -0.222
N2 -0.42 -2.15 0.18  -0.460
C15 0.59 -3.13 0.55  -0.411
C16 -0.49 -2.03 -1.27  -0.420
H17 -3.02 -0.47 2.64  0.156
H18 -2.38 1.09 2.04  0.197
H19 -1.31 -0.31 2.05  0.217
H20 -4.83 0.07 0.74  0.158
H21 -4.17 0.20 -0.91  0.199
H22 -3.82 1.46 0.27  0.200
H23 -3.17 -1.91 -0.70  0.198
H24 -3.75 -2.11 0.94  0.164
H25 -1.94 -3.61 0.38  0.170
H26 -1.60 -2.64 1.81  0.192
H27 0.36 -4.14 0.16  0.157
H28 0.67 -3.18 1.64  0.198
H29 1.56 -2.81 0.17  0.217
H30 -0.80 -2.97 -1.75  0.157
H31 0.50 -1.75 -1.65  0.211
H32 -1.19 -1.24 -1.54  0.214
C17 0.14 1.91 4.11  -0.412
N3 -0.19 0.55 4.47  -0.367
C18 -1.30 0.14 5.19  -0.073
C19 -1.29 -1.20 5.22  -0.087
N4 -0.17 -1.60 4.51  -0.545
C20 0.52 -0.53 4.04  0.247
S1 1.91 -0.54 3.11  -0.281
H33 -0.12 2.58 4.94  0.205
H34 -0.40 2.20 3.21  0.219
H35 1.20 1.96 3.90  0.251
H36 -2.00 0.84 5.61  0.231
H37 -1.96 -1.90 5.68  0.232
H38 0.15 -2.54 4.35  0.433

---

DFT (wB97M-V/def2-TZVPD) results for a molecular structure, C43H37AuN4O4P2S.

2S+1 = 3
Charge = +2
Gap between HOMO and LUMO (alpha / beta) = 5.19 / 2.54 eV
Expectation value of S² = 2.01

Last column: Mulliken spin population.
Cartesian coordinates (Å):
Au1 1.14 0.08 -0.40  0.509
C1 1.60 3.55 -1.00  0.027
P1 0.92 2.31 0.15  0.090
C2 1.85 2.60 1.68  -0.002
C3 3.14 3.13 1.69  0.016
C4 3.79 3.31 2.90  -0.005
C5 3.18 2.95 4.10  0.010
C6 1.91 2.38 4.08  -0.002
C7 1.25 2.20 2.88  0.018
C8 -0.76 2.84 0.53  0.019
C9 -1.83 2.08 0.05  -0.006
C10 -3.13 2.48 0.32  0.000
C11 -3.36 3.63 1.05  0.001
C12 -2.30 4.39 1.52  0.001
C13 -0.99 3.99 1.27  0.004
P2 1.05 3.63 -2.78  0.000
C14 1.66 5.29 -3.22  0.000
C15 2.72 5.92 -2.56  0.000
C16 3.12 7.20 -2.94  0.000
C17 2.51 7.84 -4.00  0.000
C18 1.49 7.20 -4.69  0.000
C19 1.07 5.94 -4.31  0.000
C20 -0.75 3.93 -2.79  -0.002
C21 -1.51 3.18 -3.68  0.001
C22 -2.86 3.47 -3.87  0.000
C23 -3.44 4.51 -3.16  0.000
C24 -2.69 5.25 -2.26  0.000
C25 -1.34 4.97 -2.08  0.000
H1 2.67 3.31 -1.09  0.008
H2 1.49 4.52 -0.51  0.000
H3 3.63 3.42 0.78  0.001
H4 4.78 3.75 2.91  0.000
H5 3.68 3.13 5.04  0.001
H6 1.44 2.09 5.01  0.000
H7 0.26 1.76 2.86  0.001
H8 -1.63 1.18 -0.53  -0.005
H9 -3.96 1.89 -0.05  0.000
H10 -4.38 3.94 1.26  0.000
H11 -2.49 5.29 2.09  0.000
H12 -0.16 4.58 1.66  0.001
H13 3.25 5.43 -1.75  0.000
H14 3.92 7.68 -2.40  0.000
H15 2.84 8.82 -4.30  0.000
H16 1.03 7.69 -5.54  0.000
H17 0.27 5.45 -4.85  0.000
H18 -1.05 2.38 -4.24  0.001
H19 -3.44 2.89 -4.57  0.000
H20 -4.48 4.76 -3.33  0.000
H21 -3.15 6.06 -1.71  0.000
H22 -0.76 5.58 -1.40  0.000
N1 6.72 -3.00 2.96  0.008
C26 5.68 -2.45 3.54  -0.052
S1 5.43 -2.44 5.19  1.016
C27 4.67 -1.75 2.71  -0.044
C28 3.32 -1.98 2.93  0.033
C29 2.40 -1.28 2.17  0.019
N2 2.77 -0.38 1.26  0.068
C30 4.07 -0.16 1.05  -0.008
C31 5.06 -0.82 1.75  0.003
H23 7.44 -3.45 3.51  0.005
H24 6.77 -3.07 1.95  -0.004
H25 2.98 -2.73 3.64  0.007
H26 1.34 -1.45 2.29  -0.002
H27 4.32 0.57 0.28  0.010
H28 6.10 -0.59 1.56  0.002
O1 2.12 -3.88 0.38  0.010
C32 2.14 -2.90 -0.35  0.004
O2 1.18 -2.03 -0.40  0.061
C33 3.38 -2.72 -1.24  0.005
C34 4.22 -3.81 -1.43  -0.001
C35 5.37 -3.69 -2.19  0.000
C36 5.71 -2.48 -2.78  0.000
C37 4.86 -1.40 -2.59  -0.003
C38 3.71 -1.51 -1.83  -0.012
N3 5.17 -0.10 -3.18  0.000
O3 4.55 0.87 -2.75  0.000
O4 6.05 -0.04 -4.01  0.000
H29 3.95 -4.75 -0.97  0.000
H30 6.01 -4.55 -2.32  0.000
H31 6.60 -2.36 -3.37  0.000
H32 3.09 -0.64 -1.72  0.005
C39 -0.36 -1.18 -4.98  -0.009
C40 0.56 -0.16 -4.82  0.013
C41 0.85 0.27 -3.54  -0.009
N4 0.26 -0.26 -2.47  0.162
C42 -0.62 -1.25 -2.61  0.000
C43 -0.96 -1.74 -3.86  0.017
H33 -0.60 -1.54 -5.97  0.000
H34 1.06 0.30 -5.67  0.002
H35 1.57 1.06 -3.38  0.007
H36 -1.05 -1.66 -1.71  -0.001
H37 -1.66 -2.55 -3.95  0.002